[1]
ORCA calculation (ωB97M-V/def2-TZVPD) on C25H43IrNP2 as an isolated structure.

XYZ file:
```
72
Properties=species:S:1:pos:R:3:forces:R:3
C 0.2471 -2.0020 -3.9933 2.2 0.0 -0.7
H 0.0825 0.9633 -4.3526 -0.4 0.1 0.2
C -0.4063 -1.3877 3.9248 -0.1 0.0 -0.2
H -2.1668 -3.4252 3.4840 0.1 -0.1 -0.5
H 1.4447 4.8020 -1.5645 -0.6 0.3 -0.1
C -1.8993 -0.6806 -4.5697 0.2 -0.2 -0.6
H -3.5317 3.2048 0.3138 1.1 -1.0 -0.4
C -0.9017 0.4403 -2.5220 -4.2 3.6 -1.7
C -1.7597 -3.3205 -1.7168 -0.8 -1.5 0.5
H -3.4100 2.0110 -1.0862 0.5 0.6 0.5
H 2.9656 2.6758 1.0918 -0.2 -0.1 -0.4
C 0.8914 -0.8115 4.0201 0.1 -0.1 -0.1
H 2.8158 1.8141 -0.4807 0.0 0.6 0.2
N -1.0742 -0.5093 0.6308 0.1 -0.7 -1.0
H -0.7735 -2.0320 -5.8274 0.1 0.4 0.2
H -1.6495 1.4112 -2.2501 2.4 -2.9 -0.1
Ir -0.6461 -1.8085 -2.2654 -3.0 -2.3 3.5
H -1.5519 5.4185 -1.2745 0.6 -0.7 0.2
H -2.7275 -1.3011 -4.9232 0.1 0.0 0.2
H 1.3817 3.2561 2.4525 -0.5 0.4 0.0
H 0.0731 -0.5239 -5.5835 -0.2 -0.1 0.0
H 0.6830 -2.9589 -4.3383 -0.6 0.3 0.5
H 1.3935 -3.3295 0.5913 0.0 0.0 0.4
C 1.5292 0.0778 -3.0587 0.3 -0.5 0.8
H 0.7388 5.6186 -0.1593 -0.4 -0.1 -0.3
H 1.8396 -2.1215 -2.4901 -0.1 0.8 -0.5
H 0.3521 4.6537 1.9211 0.0 -0.4 0.3
H -0.3799 3.0165 2.2230 0.4 0.3 -0.2
H 1.0686 -4.6015 1.7978 0.2 0.3 -0.1
H 2.6431 -3.7499 1.7922 -0.4 -0.1 -0.2
C 1.0349 -2.6164 2.5920 -0.2 0.0 0.1
H 2.2916 0.3111 5.1619 -0.4 0.2 -0.1
C 2.6119 2.7641 0.0522 0.2 -1.1 -0.4
C 3.2282 -1.3199 3.0229 0.2 0.0 0.3
H 2.0369 0.4017 -2.1355 -0.1 -0.1 -0.2
H -2.7066 1.4890 0.4302 -0.3 1.1 -0.2
C 1.2471 0.3796 4.8248 0.1 0.0 0.3
C -0.8940 -1.0702 -0.3842 0.8 1.6 2.4
H 0.5909 0.4493 5.7057 0.3 0.1 -0.3
H 0.4427 1.9719 -2.9778 0.2 0.0 0.0
C 0.6001 4.7796 -0.8555 0.3 -0.8 -0.4
C -2.8802 2.4186 -0.1868 -0.2 -0.5 0.8
C -0.3103 -2.5146 3.0603 0.0 0.1 -0.3
H -2.6894 -2.9014 -1.3330 -0.3 -0.3 0.0
H 3.1606 3.5974 -0.4307 -0.5 -0.4 0.1
C 1.5598 -3.6281 1.6436 0.2 -0.2 0.1
H -1.0456 -4.3970 2.4561 -0.4 0.3 0.0
C -0.5518 -1.2624 -5.0689 0.2 -0.4 -0.9
C 1.7837 -1.5830 3.2149 -0.3 0.2 -0.1
H 2.2704 0.1406 -3.8806 -0.5 0.2 0.3
P -1.1794 2.9311 -0.7650 0.1 -0.6 -0.9
H -0.8490 4.4289 -2.5782 0.3 0.4 0.8
H -2.2973 -1.7566 4.8540 0.2 0.4 -0.1
C 0.2622 0.9340 -3.2724 1.3 0.3 -0.2
H -2.0701 0.3145 -4.9858 0.0 0.0 -0.1
H -2.2437 -0.2611 3.8919 0.3 -0.3 0.1
C 0.5035 3.5651 1.8574 0.7 -0.3 0.6
C -1.8706 -0.5685 -3.0741 -1.3 2.1 0.1
H -1.9117 -2.9777 1.7589 0.1 -0.2 0.3
H 1.1330 1.3099 4.2408 0.0 -0.3 0.2
P 0.8340 3.1962 0.1096 -2.1 2.3 1.0
H -1.9162 -3.9460 -2.5924 -0.2 -0.3 0.0
C 1.1112 -1.3827 -2.8938 3.9 -0.1 -2.9
H -1.2044 -3.8174 -0.9241 -0.2 -0.5 0.0
H 3.6211 -0.8663 3.9439 0.1 -0.1 -0.4
H 3.7836 -2.2463 2.8133 -0.2 0.4 0.1
C -0.8452 4.5805 -1.4728 0.4 1.0 -0.3
H -1.4193 -0.3273 5.4766 -0.2 -0.2 -0.3
C -1.6554 -0.9061 4.5713 0.0 0.0 0.3
C -1.4291 -3.3865 2.6668 0.0 -0.3 0.2
H 3.3970 -0.6243 2.1824 0.0 -0.2 0.3
H -2.8070 -0.4039 -2.5067 0.1 -0.4 -0.8
```
Forces are in eV/Å.

## Properties
HOMO-LUMO gap (spin up / spin down)   0.198 / 0.195 hartree
2S+1   6
HOMO (spin up / spin down)   -0.4349 / -0.4727 Ha
LUMO level (spin up / spin down)   -6.44 / -7.57 eV
Total energy   -1819.22143 a.u.
Charge   +2



[2]
ORCA calculation (ωB97M-V/def2-TZVPD) on a 3-piece molecular cluster, C3H8O2 overall.

XYZ file:
```
13
Properties=species:S:1:pos:R:3:forces:R:3
H -1.9398 0.0733 0.1978 0.1 0.0 -0.3
H 1.5906 -0.7302 1.7475 0.0 0.2 -0.2
O -0.2544 2.1496 -1.9610 -0.3 0.2 -0.3
O -1.0838 0.5106 0.1393 0.1 0.2 0.2
C -0.1563 -0.4743 0.5435 -0.6 -1.2 0.5
H 0.1639 -2.5932 0.4646 0.0 0.0 -0.1
C -0.4824 -1.7711 0.1971 -0.4 0.5 0.4
H -1.4254 -1.9525 -0.3021 0.0 -0.2 -0.1
H 1.0925 1.0517 1.3648 0.0 -0.1 0.2
H 1.5858 -0.5177 -0.7974 0.5 0.3 0.0
H 0.4976 2.6816 -1.6946 0.0 -0.2 0.2
H -0.4995 1.5869 -1.2000 0.2 0.0 -0.1
C 0.9110 -0.0146 1.3006 0.3 0.4 -0.5
```
Forces are in eV/Å.

## Properties
HOMO-LUMO gap (spin up / spin down)   0.214 / 0.205 hartree
2S+1   2
HOMO (spin up / spin down)   -0.0591 / -0.0548 Ha
LUMO level (spin up / spin down)   4.21 / 4.09 eV
Total energy   -269.44130 a.u.
Charge   -1



[3]
ORCA calculation (ωB97M-V/def2-TZVPD) on C16H15Cl2CuN4OS as an isolated structure.

XYZ file:
```
40
Properties=species:S:1:pos:R:3:forces:R:3
H -1.4650 -2.7546 3.6174 0.0 0.0 0.0
H 1.2259 0.5682 -4.9555 0.1 0.0 -0.1
C 4.2333 0.3770 0.2935 -0.1 0.2 0.0
C -0.3939 -1.1308 4.5846 0.0 0.1 -0.2
H 0.7248 0.6247 5.1436 0.0 0.1 0.1
H 2.7232 -1.1757 0.1493 0.0 -0.1 0.0
C 0.5590 0.1078 -4.2460 0.0 0.1 0.1
H -2.6165 3.6885 0.9940 0.1 -0.1 -0.2
H 5.1601 -0.1529 0.3731 0.2 -0.2 0.0
C -2.3258 3.1916 0.0690 -0.6 -0.1 0.0
H 1.2802 1.2405 -2.5597 0.0 0.0 0.0
H 1.9043 2.9133 0.0785 -0.1 0.2 0.0
C 0.5928 0.4860 -2.9182 0.2 0.1 -0.6
N 2.0019 0.8118 0.0856 -0.7 0.3 -0.1
C 2.4915 2.0177 0.1397 0.6 0.3 0.0
N -0.0593 -0.1911 2.0085 0.1 0.1 -0.5
H -0.3948 -1.2074 -5.6571 0.0 0.0 -0.1
H 1.0206 1.3726 2.8099 0.0 0.1 -0.1
H -2.0034 -2.6526 -1.3239 0.0 0.1 -0.1
C 2.9797 -0.1303 0.1789 0.6 -0.2 0.0
C -0.3463 -0.8740 -4.6322 0.0 0.0 0.2
Cl -3.0699 1.5871 0.0096 -0.1 0.3 0.0
C -1.1794 -1.4308 -3.6809 0.1 0.2 0.1
Cl -0.5682 3.0284 0.0619 0.4 0.1 0.0
H -2.9594 -1.1651 -1.3655 0.1 -0.1 -0.1
C -0.9128 -1.8332 3.5108 0.1 0.1 -0.3
C -1.9360 -1.5585 -1.2661 -0.1 -0.3 0.4
H -1.8890 -2.2001 -3.9408 -0.1 -0.1 0.0
C -1.3696 -1.9767 1.0412 -0.3 -0.1 -0.4
H -2.6194 3.7606 -0.8126 0.1 -0.1 0.2
C 0.3022 0.0460 4.3383 0.0 -0.1 -0.1
C 0.4648 0.4716 3.0299 0.1 0.1 0.5
S 4.1889 2.0897 0.3036 -0.5 -0.4 -0.1
O -1.8454 -3.0980 1.0870 -0.1 -0.2 0.4
Cu 0.0462 0.1643 -0.0014 -0.4 -0.5 0.1
N -0.2064 -0.0578 -2.0056 0.2 0.0 0.4
C -0.7350 -1.3175 2.2345 -0.2 -0.4 0.6
H -0.5464 -1.4858 5.5919 0.1 0.0 0.1
C -1.0856 -1.0010 -2.3619 -0.1 -0.1 -0.2
N -1.3708 -1.1531 -0.0051 0.5 0.6 -0.3
```
Forces are in eV/Å.

## Properties
HOMO-LUMO gap (spin up / spin down)   0.327 / 0.298 hartree
2S+1   2
HOMO (spin up / spin down)   -0.4271 / -0.4225 Ha
LUMO level (spin up / spin down)   -2.74 / -3.38 eV
Total energy   -3871.86385 a.u.
Charge   +1



[4]
ORCA calculation (ωB97M-V/def2-TZVPD) on one molecule with the formula C6H11N3.

XYZ file:
```
20
Properties=species:S:1:pos:R:3:forces:R:3
N -0.4205 0.1241 0.1545 -1.1 -5.3 2.5
H 1.6961 2.6688 0.0509 -0.1 -2.0 0.0
H 1.5961 0.9941 1.1735 -0.2 1.8 -2.0
H -2.2631 -0.0031 1.6399 1.3 0.4 -3.4
C -1.9163 0.1617 0.4466 0.4 1.0 -0.7
N 3.4723 -0.4547 -0.5833 0.5 0.6 1.5
H 1.7003 -0.8431 -1.5206 -0.2 -0.3 0.8
H 0.0448 -1.3012 1.7410 0.2 1.3 -2.2
C 0.0619 1.2225 -0.3952 5.0 3.9 -0.3
H -3.6243 -1.3751 -0.0269 2.9 1.2 -2.4
H -1.9436 -1.8281 -0.8618 -0.2 1.0 -0.3
H -2.9638 -0.1103 -1.5482 1.1 -3.4 2.0
C 0.4834 -0.7810 0.7508 -3.4 -1.4 4.8
H -2.0057 1.4561 0.1254 -0.9 -4.2 1.2
C -2.5917 -0.9500 -0.6745 -3.7 3.6 2.8
N 1.7445 -1.0284 0.6711 -4.2 -1.5 0.4
H -0.5917 1.5348 -1.3195 2.0 0.3 1.8
H 3.9953 -0.2836 0.4862 -2.5 -1.1 -3.6
C 2.2044 -0.8088 -0.5386 6.8 2.0 -1.4
C 1.3216 1.6055 0.2286 -3.9 2.1 -1.3
```
Forces are in eV/Å.

## Properties
HOMO-LUMO gap   0.312 hartree
HOMO   -0.3016 Ha
LUMO level   0.30 eV
Total energy   -399.19695 a.u.
Charge   0
SMILES   [H]/N=C\N=C/N(C=C)CC



[5]
ORCA calculation (ωB97M-V/def2-TZVPD) on one molecule with the formula C5H8O2.

XYZ file:
```
15
Properties=species:S:1:pos:R:3:forces:R:3
H 2.1563 -1.2079 0.9038 -0.1 0.0 0.0
H 0.0674 1.4879 -2.0467 0.0 -0.1 -0.1
O -0.1194 -0.5563 -2.1270 -0.1 0.6 0.4
H 0.6069 0.7656 1.6090 0.0 -0.1 -0.1
H 0.9896 -1.5813 -0.3671 0.0 0.1 0.2
H -2.5889 0.1869 0.7706 0.1 0.0 -0.1
C -0.2100 0.5103 -1.6084 0.3 -0.3 -0.4
C -0.7215 0.9077 -0.0893 0.3 -0.6 -0.1
C -1.6647 -0.0781 0.2612 -0.7 -0.2 0.3
C 1.1019 -1.1172 0.6172 -0.1 -0.1 0.0
H 1.4560 0.9748 0.0817 -0.1 -0.1 0.1
H -1.4967 -1.1174 -0.0034 0.0 0.2 0.0
H 0.5064 -1.6847 1.3384 0.1 0.1 -0.1
O -0.8114 2.1603 0.0516 -0.1 0.1 0.0
C 0.7279 0.3495 0.6084 0.4 0.3 0.0
```
Forces are in eV/Å.

## Properties
HOMO-LUMO gap (spin up / spin down)   0.259 / 0.302 hartree
HOMO (spin up / spin down)   -0.3220 / -0.3354 Ha
LUMO level (spin up / spin down)   -1.72 / -0.91 eV
Total energy   -345.63798 a.u.
Charge   0



[6]
ORCA calculation (ωB97M-V/def2-TZVPD) on C36H64O22S5 as an isolated structure.

XYZ file:
```
127
Properties=species:S:1:pos:R:3:forces:R:3
C 0.5173 -5.3255 -3.1320 -0.8 -0.6 1.4
S 1.3542 -4.0937 -2.1848 5.3 -0.9 0.1
H 3.2502 -2.2003 -0.9507 0.1 0.1 -0.1
S -0.5124 1.7988 0.8303 2.3 1.5 -0.5
O 0.7911 -2.7907 -2.2076 -0.8 1.3 -0.6
H -6.9574 -1.5364 2.3121 2.8 -2.3 -0.8
C 5.2781 1.0533 4.2883 -1.4 -2.6 1.8
O -4.3361 -2.8193 -1.6602 -3.8 -5.3 3.3
C 5.2941 -2.8143 -0.1692 -1.5 7.5 -3.6
C -5.9692 -2.3245 2.3109 -3.8 2.8 3.7
H -2.0731 4.0992 -4.0773 0.0 1.6 -1.3
H -2.1839 0.3917 1.6891 0.3 0.2 -0.6
C 0.5665 -0.3527 -4.7362 -2.0 -0.6 -3.6
C -0.4309 -0.8108 1.0021 -1.7 -0.6 -1.5
H 5.4785 1.6963 3.5464 0.7 2.1 -3.2
H 6.2143 0.9056 4.8316 -0.6 0.1 0.6
O 3.4527 6.2979 2.6780 1.1 1.2 1.0
O -2.1807 -2.9138 -1.7172 0.3 -0.6 -0.5
O 7.0100 -2.8583 -1.5953 4.1 1.7 1.0
H -6.6934 -3.7286 3.8248 1.1 1.2 0.2
H 2.2082 0.2569 5.4336 0.5 -0.2 0.2
H -4.1977 -0.3355 -0.9003 0.8 0.3 0.9
C -5.2001 3.8835 -3.7862 -2.2 0.6 -1.0
H -6.5271 -2.1372 4.5448 0.6 0.3 -0.3
H 1.3851 1.6530 -0.6799 -0.9 -0.8 1.5
H 2.1045 -6.9865 -0.8914 -1.5 2.2 1.1
H -3.9685 -4.0282 3.6149 -1.4 2.0 1.6
C -6.0298 -2.7880 3.8176 -0.6 -3.8 0.2
H 1.8901 5.2677 4.3016 -0.3 -0.2 0.1
C 0.6275 -0.3750 0.0518 -1.8 3.2 -1.6
C -3.3057 -3.4467 -1.1595 2.7 2.3 0.6
O 2.8266 -4.2688 -2.4478 -2.8 0.5 0.1
C -2.9735 4.3862 -3.5459 0.1 1.9 2.8
H 0.5768 7.6544 3.2919 2.1 1.5 1.2
S -3.9076 -1.6159 3.7912 1.6 1.1 0.4
C -4.5067 -3.1858 4.2892 -1.9 -1.3 -0.5
H 0.0587 3.2386 -4.5005 -0.4 -2.4 -0.1
H -0.1821 -0.9289 2.0551 0.2 0.1 -0.1
C 1.2502 6.6634 1.2711 2.3 3.8 16.4
H 1.7823 0.9959 0.9119 1.4 1.2 2.3
O 8.5007 -1.6384 -0.2505 -2.9 -1.7 -1.5
H 5.9935 -4.5188 -1.5003 -1.4 0.8 0.3
O 6.4465 -2.0335 0.3385 -4.9 -0.9 2.0
C -1.4802 0.3646 0.8326 -1.6 -1.5 -0.8
C -4.1355 -1.8331 -2.4851 3.9 3.4 -0.7
H -0.7762 0.6154 -3.5108 3.0 1.7 0.2
C 0.7539 -6.6129 -2.4258 1.5 0.0 0.5
H -1.9967 5.2857 -1.6767 -0.6 0.3 -1.4
H -0.4957 -5.1887 -2.9795 -2.4 1.2 0.6
H 1.8207 7.3786 1.0228 4.2 5.5 -2.1
C 1.0848 -4.8723 -0.5943 -0.6 3.0 -0.1
C 3.2222 -0.0064 3.5356 -5.2 -1.4 -1.6
H 2.9646 0.3962 2.5832 0.4 0.5 -1.0
H 4.4174 -0.7979 4.7684 1.5 -1.7 0.3
C -2.7554 5.5596 -2.4863 0.7 -2.0 1.0
O 1.8940 -0.6006 -4.5723 0.6 -3.3 -1.2
C 7.3836 -2.1446 -0.4808 6.4 1.1 -2.2
H -4.6007 0.1731 -2.4870 0.9 4.3 -3.3
H 0.9648 6.1996 0.6065 -6.3 -8.2 -11.7
O -2.4940 -1.7569 3.4526 -0.3 0.9 0.9
H 1.6425 -7.0875 -2.8139 -0.3 -0.6 -0.7
H -4.4899 -3.4544 5.4019 0.3 0.7 -1.7
H -5.6540 -0.6321 -1.7181 -2.2 -0.6 0.7
C 5.7403 -3.4206 -1.4620 4.0 -2.7 4.3
O 1.4876 1.0255 -3.2141 -1.6 1.0 1.8
C -4.6278 -0.5583 -1.8391 0.7 -3.3 1.3
C 0.3348 0.9023 -3.9601 -4.3 1.7 -2.4
H -0.5206 7.5443 2.1319 -1.3 0.1 -0.5
H -2.4752 6.4684 -2.9795 0.3 0.4 -0.3
H -0.6428 5.7573 4.0856 0.6 -0.1 -0.1
H 2.5941 -0.9407 3.5924 0.8 0.4 -0.5
H -0.7790 -1.8092 0.5796 -0.2 1.2 0.9
C 0.0052 5.6270 3.2019 1.0 4.0 1.4
C 0.2305 2.1556 -4.9505 -5.7 0.4 5.6
H -0.1202 -7.2476 -2.3651 0.0 -0.2 -0.7
H 5.4252 -3.0431 -2.2667 -4.6 1.9 -6.2
O -0.9441 2.7861 -0.1200 -1.0 0.1 -0.3
H -2.8861 2.3952 -3.7719 -0.1 -1.7 -1.2
H -2.8382 2.8617 -2.1353 0.3 -0.4 1.1
H -0.4074 2.0508 -5.7828 -1.7 -0.6 -0.5
O 3.9942 1.7818 6.5248 0.2 0.3 0.0
O -6.3682 3.9947 -4.1437 3.1 -0.4 1.2
H 0.1011 -4.2525 -0.2370 1.8 -2.5 -0.6
O -4.1939 4.6882 -4.1702 -0.6 1.2 -2.6
H -2.1742 -0.9587 -2.4280 0.3 -1.2 -0.2
C -4.6818 -1.6088 2.2312 -2.8 3.6 -0.3
C 4.5924 -0.2930 3.8416 3.6 1.2 -2.4
C 2.3690 0.1575 -3.6743 3.3 1.1 2.2
C 0.3352 7.0381 2.4999 -2.0 -3.3 -2.0
H -4.7460 -0.5977 1.7141 -0.1 -0.7 1.4
O 3.4930 0.1679 -3.3000 1.0 -0.3 0.3
H 1.5717 -0.6219 0.1489 4.2 -3.4 0.5
H -2.1599 -2.2499 -3.6765 -0.5 -0.2 0.2
C -2.5506 -1.9996 -2.6808 -0.3 3.6 -0.6
H 4.0512 -0.8786 -0.0567 1.4 2.5 -1.5
O 2.6714 4.5257 1.2070 0.2 -1.1 -0.5
C 3.9642 -1.8993 -0.1944 -0.1 -2.3 3.2
S 3.8707 1.8630 5.0893 0.4 1.3 1.6
C 1.1678 -6.2913 -0.9879 -0.7 -3.3 0.7
H -3.9291 -1.9860 1.7362 3.4 -3.0 -3.3
O -0.2373 2.1719 2.1647 -0.5 0.9 2.6
H 1.0055 2.4150 -5.4127 7.6 1.0 -3.4
H -2.0284 0.4707 -0.1931 0.8 -0.9 1.8
C 1.3407 4.9913 3.3988 0.1 0.4 2.1
O -4.6765 2.9726 -2.9477 -2.0 -0.8 0.1
H 1.2314 3.9459 3.3169 0.3 -1.3 0.0
C 2.5861 0.8308 4.5906 -3.9 2.0 0.8
C 0.9914 1.1329 0.2728 -1.1 -0.5 -3.9
H -0.1898 -1.1278 -4.4814 1.3 -0.2 0.3
C -3.3104 3.0463 -3.0690 1.2 -0.4 2.3
H -3.6568 5.7728 -1.8994 -0.1 -0.3 -0.4
H 1.5282 1.6336 4.4247 3.5 -2.6 -0.3
H 5.1717 -3.5485 0.3882 -1.3 -6.1 5.9
H -6.1698 -3.2186 1.8015 0.1 -0.7 -1.6
H 0.3680 -0.4592 -0.9945 -0.5 -0.6 -0.2
O -4.4834 -0.5460 4.5935 1.0 -0.8 -0.1
H -0.4452 4.9695 2.6046 -2.5 -2.1 -2.8
H 0.3102 -6.6353 -0.4515 0.0 -1.5 1.1
H 0.5298 -5.4951 -4.1487 1.2 0.7 -2.4
H 0.5407 -0.2669 -5.8592 -0.9 0.4 0.9
H 5.1621 -0.6846 2.7938 -1.3 0.2 3.6
H -4.6117 -1.9322 -3.3807 -1.5 -0.7 -2.5
O 3.5847 3.1057 4.4215 0.7 0.5 0.1
H 3.4355 -1.8255 0.8813 0.7 -1.8 -1.8
S 2.3674 5.5643 2.1456 0.4 -0.4 -2.6
O -3.1611 -4.1036 -0.1961 -1.3 -1.8 0.9
H 1.8700 -4.6863 0.1409 0.1 0.8 -0.4
```
Forces are in eV/Å.

## Properties
HOMO-LUMO gap   0.338 hartree
HOMO   -0.3526 Ha
LUMO level   -0.40 eV
Total energy   -5055.69533 a.u.
Charge   0